8
Properties=species:S:1:pos:R:3 method="wB97M-V/def2-TZVPD" multiplicity=1 e_above_lowest_kcal_mol=44.0 e_homo_ev=-11.0 charge=0
N 0.72441 -0.40109 0.70555
C 0.07745 -1.14866 -0.09160
C -1.33455 2.20101 -0.97204
N -0.37400 1.84130 -0.39886
H 0.32763 1.29523 0.11806
H 0.98775 -0.87740 1.56751
H -0.18219 -2.19211 0.10823
H -0.26476 -0.71825 -1.03636

=====

7
Properties=species:S:1:pos:R:3 method="wB97M-V/def2-TZVPD" multiplicity=3 e_above_lowest_kcal_mol=27.2 e_homo_ev="-7.2 / -9.9" s_squared=2.02 charge=0
C -0.53597 -1.46683 0.13700
C 0.10786 -0.29696 0.29902
O -2.10633 -1.44354 0.04926
Cl 1.74754 -0.06718 -0.00888
Br -2.87390 0.19822 -0.05831
H -0.15666 -2.43320 -0.17775
H -0.24441 0.67653 0.70036

=====

57
Properties=species:S:1:pos:R:3 method="wB97M-V/def2-TZVPD" multiplicity=1 e_homo_ev=-7.3 charge=0
Pb 2.26530 -0.74503 1.74274
Te 2.00249 -4.36075 -1.28027
Te 4.29852 -3.49618 -0.22348
Te 4.87372 -1.08644 -1.30508
Te 4.55547 0.71081 0.73655
Br 0.24350 -2.64627 4.29900
C 1.81433 -2.06927 5.26308
Br 3.44963 -2.64787 4.41384
H 1.77965 -2.50970 6.25082
H 1.81172 -0.98365 5.27552
O 1.60504 0.97833 4.38862
C 1.55309 1.04868 3.17533
C 0.96134 2.30448 2.56054
C 0.84074 3.44337 3.35640
C 0.27400 4.59708 2.85062
C -0.21929 4.61580 1.54945
C -0.11329 3.48924 0.75426
C 0.50703 2.33930 1.24314
P 0.66972 0.85647 0.18835
C -1.07321 0.48038 -0.18600
C -1.82063 -0.10299 0.83651
C -3.16508 -0.38052 0.65145
C -3.77050 -0.08972 -0.56398
C -3.03192 0.49595 -1.58151
C -1.68473 0.77991 -1.39865
C 1.40404 1.42438 -1.37012
C 2.00357 2.66849 -1.53853
C 2.62268 2.98058 -2.74033
C 2.67596 2.04760 -3.76461
C 2.12190 0.78835 -3.58178
C 1.49486 0.47785 -2.38733
H 1.18994 3.39065 4.37941
H 0.19809 5.48066 3.47062
H -0.69139 5.50785 1.15947
H -0.51088 3.49894 -0.25363
H -1.34832 -0.33095 1.78767
H -3.73942 -0.82701 1.45256
H -4.81612 -0.32342 -0.71632
H -3.50955 0.74388 -2.52153
H -1.11489 1.24416 -2.19412
H 1.99200 3.39346 -0.73645
H 3.07303 3.95516 -2.87364
H 3.15831 2.29718 -4.70050
H 2.20057 0.03777 -4.35854
H 1.06623 -0.50291 -2.24430
C -2.42416 -2.54177 -3.78538
S -0.98869 -3.06254 -2.81652
C -1.74345 -3.75510 -1.39545
C -1.14804 -3.91659 -0.19543
S 0.45360 -3.48369 0.38521
S -2.14066 -4.62308 1.06640
C -3.60977 -4.75102 0.16810
S -5.03411 -5.25781 0.78600
S -3.40744 -4.29418 -1.49272
H -2.00852 -2.07357 -4.67523
H -3.01689 -1.81903 -3.22896
H -3.02915 -3.39568 -4.08125

=====

21
Properties=species:S:1:pos:R:3 method="wB97M-V/def2-TZVPD" multiplicity=1 e_above_lowest_kcal_mol=51.5 e_homo_ev=-8.6 smiles="C/C=C/C.O.O.O" charge=0
C 0.18679 -1.58785 -2.93839
C -0.22434 -0.17908 -2.38204
C -1.44791 -0.14277 -1.70302
C -2.04358 1.11884 -1.10977
H -0.40613 -2.07789 -3.68498
H 1.20199 -1.54795 -3.40594
H 0.13394 -2.28954 -2.03253
H 0.41564 0.67465 -2.69912
H -2.21292 -0.83239 -2.04693
H -1.45784 1.96908 -0.98905
H -3.00509 1.45275 -1.60294
H -2.47838 0.82256 -0.18553
H 1.53272 -1.67960 3.51008
H 1.49330 -1.13266 2.09508
O 0.82132 -1.42437 2.83805
H -0.48981 1.70225 3.43957
H -0.16713 0.35137 2.74360
O -0.11427 1.30491 2.61341
H 2.34158 1.58417 0.57024
H 1.27889 0.92151 1.24169
O 2.16715 0.72282 1.02931

=====

107
Properties=species:S:1:pos:R:3 method="wB97M-V/def2-TZVPD" multiplicity=1 e_above_lowest_kcal_mol=0.0 e_homo_ev=-8.7 smiles="COCCNCCOC.COCCNCCOC.COCCNCCOC.COCCNCCOC.NC(N)=O.O" charge=0
C -6.91763 -17.23920 -9.88400
O -8.00716 -16.94417 -10.37206
N -6.49952 -18.50074 -9.61247
N -6.05515 -16.27616 -9.43106
H -5.63748 -18.66148 -9.11874
H -7.09084 -19.29307 -9.77321
H -5.13248 -16.52848 -9.11910
H -6.22912 -15.29817 -9.58358
C -8.14374 -11.43811 -13.48592
O -7.99611 -12.79433 -13.14262
C -7.60936 -12.98482 -11.79607
C -6.20955 -12.54651 -11.40176
N -5.92129 -13.16196 -10.09498
C -4.64234 -12.73817 -9.54330
C -4.56091 -13.21744 -8.09739
O -4.00821 -14.51703 -8.06694
C -3.95442 -15.13045 -6.81442
H -8.23075 -11.34914 -14.57329
H -7.26994 -10.84140 -13.21085
H -9.06864 -10.98155 -13.11399
H -7.62143 -14.07553 -11.69973
H -8.34825 -12.57475 -11.09314
H -6.07498 -11.45776 -11.33201
H -5.46938 -12.91138 -12.11731
H -6.63892 -12.84736 -9.44748
H -4.47574 -11.65385 -9.55733
H -3.79640 -13.22484 -10.03469
H -5.57732 -13.28559 -7.67492
H -4.04053 -12.54834 -7.40234
H -3.05791 -14.98715 -6.20412
H -4.07116 -16.20951 -6.94388
H -4.80942 -14.79537 -6.20885
C -2.70240 -14.82930 -18.41978
O -3.29994 -14.59155 -17.16722
C -2.75237 -15.39693 -16.13001
C -3.19354 -14.74822 -14.81555
N -3.05730 -15.63881 -13.68557
C -3.69248 -15.07099 -12.48018
C -3.27013 -15.84702 -11.25312
O -1.85900 -15.70504 -11.12301
C -1.41615 -16.27963 -9.92003
H -3.17953 -15.68258 -18.91833
H -1.63039 -15.01969 -18.32357
H -2.85200 -13.97675 -19.08214
H -1.66025 -15.36098 -16.21457
H -3.13194 -16.41953 -16.18766
H -4.22594 -14.44045 -15.01702
H -2.67952 -13.77937 -14.70819
H -2.07254 -15.65790 -13.42965
H -4.78037 -15.10535 -12.56692
H -3.37969 -14.02105 -12.38289
H -3.56620 -16.89326 -11.36044
H -3.74087 -15.35602 -10.39864
H -1.97678 -15.98134 -9.02470
H -0.36567 -16.02989 -9.77434
H -1.54127 -17.36970 -9.96163
C -0.58919 -15.51468 -5.29954
O -1.19982 -16.75521 -5.04441
C -0.81014 -17.75891 -5.97338
C -1.56485 -19.02447 -5.61483
N -3.00390 -18.77769 -5.54778
C -3.68440 -19.71415 -4.66900
C -3.76640 -21.14796 -5.22114
O -3.99619 -21.24748 -6.59148
C -5.29525 -20.82908 -6.98021
H 0.47603 -15.50011 -5.05983
H -1.11333 -14.77126 -4.69852
H -0.73182 -15.18484 -6.33602
H 0.27621 -17.87933 -5.94778
H -1.09148 -17.44743 -6.98880
H -1.15196 -19.53553 -4.73612
H -1.40077 -19.72842 -6.44323
H -3.13626 -17.84501 -5.16559
H -4.70449 -19.35686 -4.49996
H -3.26801 -19.77546 -3.65286
H -4.57222 -21.60813 -4.62782
H -2.86496 -21.71320 -4.98316
H -6.00706 -21.56249 -6.57867
H -5.33111 -20.91128 -8.06347
H -5.55266 -19.82321 -6.65048
C -1.20872 -21.66950 -8.62455
O -0.99365 -20.30727 -8.94031
C 0.35329 -19.85945 -8.85319
C 1.25413 -20.51421 -9.87426
N 1.03526 -20.00504 -11.21075
C 1.67260 -20.75029 -12.27362
C 1.94323 -19.86954 -13.47624
O 2.79897 -20.51720 -14.37206
C 2.91610 -19.83164 -15.59611
H -0.39025 -22.05718 -8.01732
H -1.31205 -22.28736 -9.52674
H -2.18872 -21.78118 -8.15537
H 0.73794 -20.05565 -7.84348
H 0.30873 -18.77902 -8.99496
H 1.13574 -21.60743 -9.80101
H 2.29996 -20.34251 -9.59459
H 0.04476 -19.87761 -11.37327
H 1.06902 -21.62239 -12.55680
H 2.63411 -21.16670 -11.95362
H 2.26180 -18.85301 -13.21367
H 0.95651 -19.68106 -13.94596
H 3.32579 -18.82557 -15.46452
H 1.94576 -19.77084 -16.10015
H 3.59378 -20.41396 -16.21707
O -3.37737 -18.67661 -8.47752
H -2.68138 -19.28562 -8.76033
H -3.20159 -18.53892 -7.52740

=====

41
Properties=species:S:1:pos:R:3 method="wB97M-V/def2-TZVPD" multiplicity=1 e_above_lowest_kcal_mol=69.8 e_homo_ev=-6.3 charge=-1
C -2.45378 -0.97930 0.77370
C -1.11594 -1.42255 1.44935
C -0.29426 -2.41707 0.60738
O 0.92931 -2.55643 1.23212
N -2.48905 -0.88612 -0.63678
C -1.98518 0.17492 -1.39112
N -1.20831 1.17395 -0.85886
O -2.18894 0.15315 -2.61312
H -3.19045 -1.68444 1.21935
H -2.67932 -0.05163 1.36003
H -0.55481 -0.41309 1.60439
H -1.28956 -1.91562 2.38685
H -0.76348 -3.44764 0.66178
H -0.30296 -2.27135 -0.49271
H -2.47282 -1.74342 -1.19695
H -1.21369 1.95229 -1.49775
H -0.45310 1.07619 -0.01977
H 2.71076 1.97419 -0.58242
H 1.73729 -0.54489 -1.60511
O 1.95824 2.21026 -1.10669
H 2.13372 0.27741 1.40148
H 0.90741 1.65033 1.40421
O 0.94862 0.92234 0.79487
H 0.75713 3.67399 0.12322
H -0.72459 3.60058 -0.32109
O -0.05996 4.17048 0.02014
H -1.83108 -1.80950 -2.99075
H -0.80538 -2.78013 -2.23883
O -1.75814 -2.64376 -2.52395
H 2.94377 0.23882 2.89533
H 3.77988 0.02395 -1.12390
O 2.91136 -0.10997 1.98357
H 1.26771 -1.81333 1.76048
H 2.81803 -1.41008 -1.22550
O 2.10429 -1.41056 -1.86591
H -2.14233 2.35620 0.55085
H -3.14624 2.28950 1.73913
O -2.58976 2.88171 1.26051
H 1.12441 1.68265 -0.81812
H 4.29811 0.09366 0.36378
O 4.38313 -0.26567 -0.48320

=====

Question: What is the multiplicity in the fifth record?
Answer: 1

=====

Question: Which value of multiplicity does entry 1 give?
Answer: 1